(w)
Here is one molecule with the formula C8H14N4O2S from the OMol25 dataset. Energies are from ωB97M-V/def2-TZVPD.

Calculated values
HOMO-LUMO gap = 9.00 eV
HOMO level = -0.33670 Ha
Net charge = 0

Positions of all 29 atoms, in Å:
S (1.239, -1.025, -3.093)
O (-0.803, 2.481, 0.056)
O (1.863, 0.066, -3.886)
N (-0.071, 1.792, -2.615)
N (0.822, -1.004, -0.434)
N (0.103, 1.010, -1.418)
N (0.623, -0.624, 0.837)
C (-0.131, 1.417, -0.086)
C (-0.046, 0.908, 2.590)
C (0.655, -0.234, -1.513)
C (2.753, -1.760, -2.392)
C (0.632, -0.038, 3.590)
C (0.183, 0.545, 1.156)
C (-1.632, 0.964, 2.816)
C (0.648, 2.238, 2.904)
H (0.823, 1.949, -3.157)
H (1.781, 0.015, 3.391)
H (0.698, 2.503, 3.924)
H (-0.479, 2.680, -2.305)
H (0.171, 3.072, 2.381)
H (2.606, -2.431, -1.538)
H (0.289, -1.071, 3.355)
H (1.744, 2.113, 2.764)
H (-1.905, 0.296, 3.723)
H (-2.047, 0.564, 1.929)
H (3.201, -2.373, -3.109)
H (0.345, 0.229, 4.719)
H (3.347, -0.932, -2.175)
H (-2.066, 1.995, 2.933)

natural (NBO) analysis output, partial charges in e: 1.270 -0.626 -0.985 -0.639 -0.338 -0.249 -0.220 0.573 -0.105 0.202 -0.783 -0.603 0.194 -0.593 -0.611 0.411 0.217 0.216 0.398 0.233 0.258 0.228 0.206 0.216 0.210 0.233 0.223 0.235 0.228

(x)
Here is one molecule with the formula C8H14N4O2S from the OMol25 dataset. Energies are from ωB97M-V/def2-TZVPD.

Calculated values
HOMO-LUMO gap (spin up / spin down) = 7.57 / 7.57 eV
HOMO level (spin up / spin down) = -0.28659 / -0.28649 Ha
Net charge = 0

Positions of all 29 atoms, in Å:
S (-1.905, -2.728, -0.288)
O (-0.615, -3.004, -0.828)
O (-2.559, -3.692, 0.576)
N (1.361, 0.115, 0.979)
N (-1.711, -1.327, 0.714)
N (-1.918, -0.308, -0.205)
N (0.196, -0.190, 0.652)
C (-4.375, -2.094, -1.017)
C (-0.450, -1.238, 1.244)
C (1.234, 2.601, 0.634)
C (1.945, 1.253, 0.349)
C (-0.763, 0.359, -0.230)
C (3.342, 1.286, 0.973)
C (-3.114, -2.083, -1.381)
C (2.060, 0.942, -1.183)
H (-0.348, -1.765, 2.196)
H (-4.593, -2.197, 0.040)
H (1.583, 3.430, -0.015)
H (3.125, 0.768, 1.965)
H (3.881, 2.332, 1.317)
H (1.473, 2.938, 1.697)
H (4.177, 0.787, 0.367)
H (-2.695, -1.608, -2.231)
H (-0.658, 1.280, -0.805)
H (1.614, 0.076, -1.361)
H (1.586, 1.823, -1.918)
H (-5.062, -1.351, -1.391)
H (0.031, 2.656, 0.550)
H (3.156, 0.939, -1.400)

natural (NBO) analysis output, partial charges in e: 2.246 -0.893 -0.917 -0.351 -0.443 -0.259 -0.069 -0.324 0.074 -0.627 0.019 0.104 -0.611 -0.457 -0.594 0.250 0.225 0.222 0.244 0.211 0.222 0.217 0.242 0.245 0.197 0.190 0.216 0.196 0.224

(w) (320.2 kJ/mol below the next structure)

(w)
Here is a 9-piece molecular cluster, C36H72O9 overall from the OMol25 dataset. Energies are from ωB97M-V/def2-TZVPD.

Calculated values
HOMO-LUMO gap = 9.74 eV
Structure (SMILES) = C1CCOC1.C1CCOC1.C1CCOC1.C1CCOC1.C1CCOC1.C1CCOC1.C1CCOC1.C1CCOC1.C1CCOC1
HOMO level = -0.33998 Ha
Net charge = 0

Positions of all 117 atoms, in Å:
O (0.614, 5.751, 1.622)
O (4.235, -1.120, -2.699)
O (5.614, 4.907, 0.823)
O (-0.994, -3.181, -3.533)
O (-7.257, -1.664, -0.854)
O (-1.962, 1.280, 0.321)
O (6.306, -0.977, 1.555)
O (0.472, -2.685, 1.780)
O (-2.387, 0.110, 4.991)
C (3.292, -0.433, -1.898)
C (3.436, 4.986, 0.153)
C (2.133, -1.404, -3.651)
C (-0.650, -3.535, 1.565)
C (-1.585, 5.099, 1.751)
C (-2.184, -0.061, -1.326)
C (-1.650, 1.086, 5.658)
C (-1.810, -3.267, -4.752)
C (-1.603, 2.261, -0.694)
C (5.712, 0.138, 1.131)
C (4.549, 0.459, 2.062)
C (6.275, -1.071, 2.960)
C (-2.952, -4.203, -4.318)
C (-6.266, -1.895, -1.833)
C (-6.547, -3.353, -2.238)
C (-2.841, -4.322, -2.813)
C (-1.309, -4.233, -2.597)
C (4.179, 4.185, -0.903)
C (-1.454, 6.333, 0.769)
C (0.005, 6.340, 0.476)
C (1.417, -2.922, 0.751)
C (-1.691, -0.298, 3.812)
C (4.276, 4.807, 1.396)
C (3.479, -2.068, -3.495)
C (-0.549, 1.604, 4.699)
C (5.649, 4.562, -0.602)
C (1.290, -4.477, 0.527)
C (-0.072, -4.868, 1.098)
C (-7.980, -2.818, -0.536)
C (-1.740, -0.071, 0.057)
C (-0.164, 4.685, 2.163)
C (-7.966, -3.557, -1.814)
C (-0.989, 1.040, 3.412)
C (5.225, -0.068, 3.377)
C (2.092, -0.193, -2.739)
C (-1.666, 1.301, -1.851)
H (3.603, -0.035, 1.837)
H (4.412, 1.539, 2.105)
H (6.118, 5.453, -1.019)
H (1.976, -1.065, -4.675)
H (-0.292, 0.768, 2.619)
H (-2.379, -0.688, 3.061)
H (1.264, -2.039, -3.479)
H (0.356, 5.828, -0.420)
H (-3.272, -0.134, -1.338)
H (2.396, -2.512, 0.997)
H (4.132, 3.800, 1.788)
H (-2.242, 1.623, -2.719)
H (3.908, 4.424, -1.931)
H (-1.761, 1.718, 3.049)
H (-6.475, -1.268, -2.700)
H (2.475, 4.494, 0.304)
H (3.446, -2.914, -2.809)
H (0.346, 7.375, 0.462)
H (4.043, 5.538, 2.171)
H (-1.180, -3.779, 2.485)
H (4.006, 3.121, -0.742)
H (1.387, -4.796, -0.511)
H (-0.944, -1.077, 3.965)
H (0.066, 4.556, 3.220)
H (-2.364, 1.881, 5.876)
H (1.059, -2.304, -0.073)
H (6.156, 3.623, -0.824)
H (5.732, 0.781, 3.836)
H (-2.070, -2.233, -4.982)
H (-7.582, -3.410, 0.288)
H (-0.690, 1.315, -2.336)
H (-3.343, -3.460, -2.374)
H (-2.105, 4.342, 1.165)
H (-8.684, -3.227, -2.565)
H (-3.932, -3.830, -4.616)
H (3.142, 6.009, -0.080)
H (2.178, -4.931, 0.967)
H (-1.266, 0.720, 6.610)
H (-9.026, -2.524, -0.455)
H (-8.210, -4.615, -1.715)
H (-1.677, 7.236, 1.337)
H (-1.834, -0.899, -1.929)
H (-2.862, -5.144, -4.861)
H (1.238, 0.030, -2.099)
H (-0.696, -0.338, 0.224)
H (-0.606, -5.392, 0.306)
H (7.132, -0.734, 3.543)
H (-0.581, 2.637, -0.639)
H (0.441, 1.234, 4.964)
H (-2.444, -0.720, 0.577)
H (3.991, -2.254, -4.439)
H (-2.074, 6.247, -0.123)
H (-5.886, -4.010, -1.674)
H (-0.583, 2.693, 4.665)
H (0.200, 3.755, 1.728)
H (5.983, -2.055, 3.329)
H (-1.124, -3.602, -5.530)
H (-5.223, -1.707, -1.579)
H (3.879, 0.446, -1.630)
H (4.454, -0.424, 4.061)
H (-2.367, 3.025, -0.833)
H (-0.760, -5.151, -2.810)
H (0.078, -5.551, 1.934)
H (-1.019, -3.998, -1.573)
H (-2.207, 5.447, 2.576)
H (-3.169, -5.243, -2.329)
H (6.454, 0.936, 1.163)
H (5.432, 0.000, 0.087)
H (2.127, 0.782, -3.226)
H (-1.281, -2.998, 0.857)
H (-6.514, -3.524, -3.314)
H (3.137, -0.985, -0.971)

Results of the Löwdin charge analysis, in e, for atoms 1 through 99: -0.173 -0.147 -0.168 -0.198 -0.118 -0.154 -0.099 -0.166 -0.135 -0.240 -0.198 -0.159 -0.200 -0.124 -0.165 -0.212 -0.142 -0.152 -0.282 -0.120 -0.199 -0.167 -0.189 -0.182 -0.161 -0.179 -0.162 -0.148 -0.230 -0.178 -0.167 -0.168 -0.161 -0.171 -0.161 -0.145 -0.160 -0.229 -0.245 -0.180 -0.210 -0.192 -0.162 -0.164 -0.165 0.099 0.086 0.118 0.110 0.108 0.109 0.092 0.114 0.108 0.111 0.095 0.108 0.110 0.112 0.116 0.090 0.116 0.122 0.123 0.122 0.100 0.095 0.111 0.108 0.116 0.096 0.103 0.105 0.114 0.129 0.089 0.098 0.082 0.122 0.100 0.117 0.104 0.113 0.128 0.119 0.109 0.107 0.110 0.092 0.121 0.098 0.115 0.113 0.113 0.123 0.122 0.110 0.109 0.096

(x)
Here is C36H72O9 as an isolated structure from the OMol25 dataset. Energies are from ωB97M-V/def2-TZVPD.

Calculated values
HOMO-LUMO gap = 9.84 eV
HOMO level = -0.34182 Ha
Net charge = 0

Positions of all 117 atoms, in Å:
O (32.926, 10.802, 43.157)
O (31.272, 16.398, 40.133)
O (31.689, 14.907, 44.267)
O (34.855, 15.076, 38.424)
O (26.139, 21.200, 42.075)
O (27.715, 15.023, 41.651)
O (34.388, 19.163, 44.998)
O (30.186, 19.562, 43.899)
O (30.012, 16.542, 35.000)
C (31.271, 20.622, 43.742)
C (28.015, 17.418, 35.969)
C (26.825, 16.084, 41.442)
C (32.629, 12.187, 41.469)
C (29.036, 20.059, 43.280)
C (35.298, 17.857, 43.259)
C (29.400, 15.355, 44.007)
C (33.443, 15.209, 38.369)
C (27.124, 22.171, 40.187)
C (32.703, 10.764, 41.785)
C (27.383, 20.700, 40.130)
C (27.227, 16.702, 40.141)
C (35.026, 13.728, 37.953)
C (34.768, 19.241, 43.604)
C (30.987, 13.595, 44.105)
C (33.703, 12.748, 42.270)
C (29.169, 17.838, 36.756)
C (33.003, 14.637, 37.057)
C (31.166, 17.789, 40.012)
C (30.787, 15.945, 44.370)
C (32.271, 18.306, 41.018)
C (30.256, 16.900, 36.467)
C (29.725, 14.017, 43.302)
C (26.494, 20.100, 41.308)
C (28.058, 15.588, 39.383)
C (34.013, 11.782, 43.404)
C (29.064, 21.570, 43.318)
C (28.610, 16.583, 34.863)
C (31.302, 16.154, 41.510)
C (26.069, 22.334, 41.255)
C (28.120, 14.399, 40.443)
C (34.538, 17.058, 44.295)
C (30.432, 21.881, 43.947)
C (33.557, 17.905, 45.090)
C (34.089, 13.779, 36.809)
C (32.236, 17.205, 42.044)
H (28.906, 16.172, 43.270)
H (33.858, 16.125, 43.933)
H (35.329, 20.055, 43.252)
H (32.097, 19.354, 41.724)
H (26.699, 16.823, 42.345)
H (30.984, 16.948, 43.772)
H (29.151, 15.961, 39.464)
H (32.128, 20.611, 44.432)
H (28.300, 20.530, 40.685)
H (28.817, 13.315, 43.442)
H (31.019, 22.806, 43.536)
H (33.951, 19.248, 43.079)
H (25.048, 22.523, 40.772)
H (29.129, 19.676, 42.089)
H (31.539, 13.105, 43.345)
H (27.560, 18.133, 35.481)
H (28.325, 21.844, 43.931)
H (28.851, 17.827, 37.811)
H (36.549, 17.976, 43.455)
H (29.049, 13.731, 40.545)
H (33.851, 12.830, 36.531)
H (32.814, 15.375, 36.394)
H (27.749, 17.456, 40.474)
H (31.855, 17.572, 43.009)
H (30.507, 16.103, 42.087)
H (27.470, 20.143, 39.232)
H (26.899, 22.804, 39.274)
H (34.941, 11.324, 43.368)
H (32.781, 14.710, 39.180)
H (33.134, 17.922, 40.501)
H (31.599, 20.552, 42.756)
H (28.935, 22.105, 42.395)
H (34.587, 12.787, 41.708)
H (31.622, 15.185, 41.598)
H (27.084, 16.895, 36.621)
H (31.495, 18.190, 39.175)
H (33.210, 16.523, 42.390)
H (31.194, 17.300, 36.783)
H (30.436, 22.224, 45.041)
H (28.315, 15.515, 34.810)
H (34.964, 16.654, 45.169)
H (27.969, 22.616, 40.642)
H (26.463, 16.962, 39.435)
H (31.784, 12.655, 41.557)
H (27.465, 13.867, 40.083)
H (29.808, 13.866, 42.285)
H (26.852, 19.077, 41.761)
H (25.337, 19.678, 40.714)
H (33.209, 10.029, 41.246)
H (32.630, 18.054, 44.587)
H (30.660, 16.030, 45.370)
H (25.853, 15.649, 41.566)
H (28.152, 16.846, 33.697)
H (31.807, 10.074, 41.761)
H (28.879, 15.095, 44.680)
H (34.908, 13.052, 38.619)
H (32.829, 12.172, 40.365)
H (30.242, 18.429, 40.263)
H (29.411, 18.814, 36.397)
H (33.560, 13.737, 42.721)
H (33.215, 16.366, 38.255)
H (26.289, 23.100, 41.972)
H (33.728, 12.204, 44.156)
H (30.021, 15.995, 37.113)
H (28.060, 19.728, 43.603)
H (30.518, 13.359, 45.150)
H (27.789, 15.232, 38.361)
H (33.282, 17.533, 46.199)
H (36.074, 13.606, 37.592)
H (34.823, 14.115, 36.075)
H (35.170, 17.533, 42.170)
H (32.155, 14.130, 37.284)

Results of the Löwdin charge analysis, in e, for atoms 1 through 99: -0.122 -0.111 -0.160 -0.098 -0.153 -0.168 -0.150 -0.144 -0.132 -0.124 -0.200 -0.214 -0.188 -0.228 -0.149 -0.105 -0.203 -0.176 -0.240 -0.158 -0.139 -0.176 -0.219 -0.072 -0.154 -0.230 -0.191 -0.207 -0.239 -0.094 -0.138 -0.163 -0.228 -0.086 -0.078 -0.152 -0.252 -0.207 -0.219 -0.145 -0.219 -0.156 -0.142 -0.199 -0.196 0.155 0.124 0.118 0.159 0.146 0.107 0.100 0.128 0.055 0.149 0.139 0.019 0.142 0.138 0.068 0.040 0.069 0.106 0.171 0.150 0.095 0.084 0.022 0.039 0.043 0.094 0.140 0.113 0.140 0.103 0.055 0.095 0.100 0.095 0.174 0.052 0.147 0.103 0.129 0.102 0.086 0.072 0.111 0.037 0.014 0.025 0.104 0.174 0.098 0.051 0.088 0.107 0.176 0.146

(w) (1578.4 kJ/mol below the next structure)

(w)
Here is an isolated ion of composition C7H11N2 and charge +1 from the OMol25 dataset. Energies are from ωB97M-V/def2-TZVPD.

Calculated values
HOMO-LUMO gap = 6.73 eV
Structure (SMILES) = C=C1C=[NH+]C=C1CNC
HOMO level = -0.45774 Ha
Net charge = +1

Positions of all 20 atoms, in Å:
N (3.157, -0.521, -0.384)
N (-1.214, 0.023, -0.262)
C (-0.429, -0.912, 0.531)
C (-2.666, -0.099, -0.263)
C (1.534, 0.847, 0.160)
C (2.035, -1.385, -0.173)
C (1.000, -0.592, 0.149)
C (2.936, 0.730, -0.065)
C (0.818, 2.044, 0.195)
H (1.436, 3.039, 0.033)
H (-0.939, 0.163, -1.183)
H (4.069, -0.893, -0.362)
H (-3.047, -1.058, -0.789)
H (-0.184, 1.763, 0.559)
H (-3.238, 0.735, -0.737)
H (-0.799, -1.944, 0.344)
H (-3.264, 0.053, 0.784)
H (2.300, -2.459, -0.383)
H (-0.552, -0.492, 1.525)
H (3.700, 1.482, 0.063)

natural (NBO) analysis output, partial charges in e: -0.424 -0.656 -0.250 -0.454 -0.198 -0.046 0.010 0.180 -0.105 0.259 0.368 0.433 0.189 0.282 0.231 0.222 0.216 0.266 0.223 0.254

(x)
Here is an isolated ion of composition C7H11N2 and charge +1 from the OMol25 dataset. Energies are from ωB97M-V/def2-TZVPD.

Calculated values
HOMO-LUMO gap = 7.80 eV
HOMO level = -0.49652 Ha
Net charge = +1

Positions of all 20 atoms, in Å:
N (-0.874, -0.454, -0.143)
N (0.232, 1.337, -1.237)
C (-1.717, 0.319, 0.906)
C (-1.164, -1.845, -0.596)
C (2.108, -1.108, 0.636)
C (1.376, -0.090, 0.328)
C (-0.623, 0.455, -1.245)
C (1.204, 1.251, -0.239)
C (1.646, 2.463, 0.138)
H (-0.961, -2.635, 0.195)
H (-2.139, -2.111, -0.889)
H (-0.593, -2.221, -1.401)
H (-2.697, 0.562, 0.511)
H (-1.756, -0.267, 1.757)
H (1.756, -2.163, 0.930)
H (1.342, 3.320, -0.418)
H (3.218, -1.039, 0.716)
H (-1.440, 0.566, -2.051)
H (-1.218, 1.175, 1.131)
H (2.300, 2.484, 0.970)

natural (NBO) analysis output, partial charges in e: -0.376 -0.372 -0.375 -0.449 -0.470 0.382 0.275 -0.072 -0.208 0.229 0.236 0.238 0.225 0.225 0.301 0.249 0.315 0.217 0.214 0.216

(y)
Here is a 3-piece molecular cluster, C7H11N2 overall from the OMol25 dataset. Energies are from ωB97M-V/def2-TZVPD.

Calculated values
HOMO-LUMO gap (spin up / spin down) = 6.25 / 8.63 eV
HOMO level (spin up / spin down) = -0.45268 / -0.48250 Ha
Net charge = +1

Positions of all 20 atoms, in Å:
N (-2.971, -3.698, 0.848)
N (-1.691, -1.226, 1.237)
C (0.718, 2.776, -0.003)
C (2.956, 2.429, -0.947)
C (-1.519, -0.763, 0.067)
C (2.729, 1.073, -1.088)
C (1.968, 3.215, -0.314)
C (1.400, 0.561, -0.889)
C (0.508, 1.459, -0.353)
H (2.123, 4.369, -0.211)
H (-2.386, -4.546, 0.888)
H (-2.166, -2.223, 1.493)
H (4.066, 2.687, -1.049)
H (-3.731, -3.674, 1.436)
H (-3.387, -3.666, -0.055)
H (3.320, 0.266, -1.608)
H (-0.050, 3.570, 0.312)
H (-1.031, -0.929, 1.947)
H (-2.075, -1.215, -0.855)
H (1.220, -0.466, -0.858)

natural (NBO) analysis output, partial charges in e: -1.074 -0.733 -0.359 -0.216 0.229 -0.169 -0.166 -0.335 0.300 0.253 0.401 0.460 0.258 0.384 0.383 0.250 0.281 0.420 0.197 0.238

(w) (219.0 kJ/mol below the next structure)

(w)
Here is a 2-piece molecular cluster, C2H9N2OS overall from the OMol25 dataset. Energies are from ωB97M-V/def2-TZVPD.

Calculated values
HOMO-LUMO gap (spin up / spin down) = 7.71 / 7.70 eV
HOMO level (spin up / spin down) = -0.52432 / -0.52432 Ha
Net charge = +1

Positions of all 15 atoms, in Å:
S (0.854, 1.686, 0.399)
O (-1.381, 1.045, -0.257)
N (1.245, -1.189, 0.879)
N (1.205, 0.603, -0.698)
C (-2.152, -0.069, 0.093)
C (1.583, -0.668, -0.410)
H (-3.338, 0.086, 0.086)
H (0.605, 2.775, -0.555)
H (-1.971, -0.334, 1.147)
H (2.737, -0.725, -0.590)
H (1.270, -1.251, -1.275)
H (-1.895, 1.745, -0.746)
H (1.333, -2.173, 0.899)
H (-1.870, -0.889, -0.641)
H (1.773, -0.641, 1.670)

natural (NBO) analysis output, partial charges in e: 0.795 -0.771 -0.838 -0.401 -0.273 -0.152 0.207 0.183 0.203 0.291 0.269 0.507 0.405 0.187 0.388

(x)
Here is a 2-piece molecular cluster, C2H9N2OS overall from the OMol25 dataset. Energies are from ωB97M-V/def2-TZVPD.

Calculated values
HOMO-LUMO gap = 8.44 eV
HOMO level = -0.46838 Ha
Net charge = +1

Positions of all 15 atoms, in Å:
S (-3.161, -0.156, 0.247)
O (-2.808, -1.672, -0.396)
N (2.016, 1.276, -0.128)
N (0.305, -0.148, -0.998)
C (0.555, -0.578, 0.199)
C (1.545, 0.379, 0.887)
H (1.558, 2.173, 0.204)
H (1.125, 0.663, -1.178)
H (3.020, 1.339, -0.214)
H (1.138, 0.934, 1.684)
H (2.338, -0.302, 1.366)
H (-3.273, -2.405, 0.064)
H (-0.431, -0.400, -1.655)
H (0.000, -1.340, 0.728)
H (-3.926, 0.237, -0.808)

natural (NBO) analysis output, partial charges in e: 0.264 -0.876 -0.820 -0.620 0.265 -0.310 0.413 0.444 0.426 0.248 0.248 0.503 0.451 0.246 0.118

(x) (236.1 kJ/mol below the next structure)